1.
This record from the OMol25 dataset describes an isolated molecule of C6H10Si in a non-equilibrium geometry. The level of theory is the ωB97M-V functional and the def2-TZVPD basis.

Energy relative to the best compared isomer or geometry (same formula, charge and spin) = 31.5 kcal per mole
Structure (SMILES) = C#C/C=C/[SiH](C)C
HOMO-LUMO gap = 0.348 Eh
E_HOMO = -0.335 hartree

Structure (XYZ):
```
17
C6H10Si the ωB97M-V functional and the def2-TZVPD basis
C 3.07 1.66 2.54
H -1.83 -0.34 -2.89
H -1.41 -1.28 1.41
C 0.63 0.53 -0.05
C 0.98 0.82 1.28
H 0.05 0.87 1.94
H 4.01 2.10 2.96
H -0.45 -1.34 -2.81
H -2.47 -2.23 0.47
H -0.25 0.39 -2.98
Si -1.02 -0.03 -0.57
H -1.81 1.31 -0.38
C -0.79 -0.41 -2.43
H 1.46 0.49 -0.86
H -0.83 -2.25 0.14
C 2.21 1.34 1.79
C -1.56 -1.63 0.43
```

=====

2.
This record from the OMol25 dataset describes a structure of composition C36H30Br3Cl2IrN7O2S. The level of theory is the ωB97M-V functional and the def2-TZVPD basis.

Energy relative to the best compared isomer or geometry (same formula, charge and spin) = 0.0 kcal per mole
Charge = +2
HOMO-LUMO gap (spin up / spin down) = 0.269 / 0.180 Eh
E_HOMO (spin up / spin down) = -0.480 / -0.480 hartree
Expectation value of S² = 0.770
Multiplicity = 2

Structure (XYZ):
```
82
C36H30Br3Cl2IrN7O2S the ωB97M-V functional and the def2-TZVPD basis
C -4.63 -1.20 2.44
H 0.36 -4.25 2.21
C 0.48 1.63 4.52
N -0.60 0.87 -1.48
C -1.82 4.68 2.36
Cl 3.00 3.89 -2.58
H -6.47 -3.64 1.01
C -0.22 -3.98 1.33
H 3.17 -0.51 -0.84
C -3.70 -2.05 0.40
C -0.56 2.66 2.48
H 1.74 -5.26 -1.14
H -4.59 -0.53 3.29
H 1.94 0.30 -1.78
C 2.20 -0.64 -1.32
C -1.53 3.28 0.46
C 2.65 -3.00 -1.70
H 7.25 2.71 -0.69
O -2.40 0.53 2.59
H 1.64 -1.19 2.25
O -1.56 -0.38 0.70
H -1.68 3.04 -0.58
C 5.64 1.88 0.46
N 0.65 0.61 2.38
H -0.86 3.99 4.14
C 2.31 -1.71 -2.38
N -4.70 -2.92 0.24
H 3.66 -2.98 -1.29
H 5.76 3.81 -2.34
H 6.29 1.42 1.20
Br -2.52 6.21 3.17
N 1.67 -3.25 -0.65
H -3.15 1.47 -7.32
H 0.13 2.44 5.15
C 1.60 -0.47 4.28
C 0.22 1.62 3.17
C -1.06 0.98 -2.52
H -0.62 -4.78 -0.63
Br 1.53 0.56 6.92
N -0.79 2.42 1.17
Br -7.08 -2.18 3.51
N 1.19 -0.96 -0.29
H -1.12 2.75 -6.73
C 0.08 -4.93 0.20
C 5.35 3.23 -1.52
C -5.67 -2.09 2.27
C -5.67 -2.93 1.16
H -4.21 -0.03 -5.68
H 1.37 -1.80 -2.93
H -3.23 -0.28 -3.42
H -1.27 -3.99 1.60
C -1.63 1.11 -3.82
H 2.15 -1.31 4.68
H 3.09 -1.44 -3.10
C -1.05 3.79 3.10
H -0.01 -5.96 0.53
C 3.98 3.12 -1.39
N 0.11 -2.61 0.93
C -3.32 0.52 -5.41
C -2.47 -0.24 1.66
H -2.67 5.09 0.42
C 6.18 2.61 -0.59
Cl 3.68 0.93 1.97
C 1.50 -4.66 -0.26
C 1.18 0.58 5.09
C -2.72 1.37 -6.33
C 1.32 -0.41 2.93
H 2.59 -3.84 -2.40
S 1.67 2.39 -0.29
C -3.62 -1.18 1.48
H 2.21 -4.93 0.52
H -2.94 -2.05 -0.36
C 3.39 2.37 -0.33
C -1.02 1.96 -4.74
C 4.28 1.76 0.59
C 0.99 -2.26 -0.03
H -0.60 -1.90 1.10
H -0.13 2.52 -4.47
C -1.58 2.09 -6.00
C -2.07 4.42 1.02
C -2.78 0.38 -4.15
Ir 0.12 0.73 0.43
```

=====

3.
This record from the OMol25 dataset describes a structure of composition C42H38N7P2S2W. The level of theory is the ωB97M-V functional and the def2-TZVPD basis.

Energy relative to the best compared isomer or geometry (same formula, charge and spin) = 140.7 kcal per mole
Charge = +3
HOMO-LUMO gap (spin up / spin down) = 0.197 / 0.238 Eh
E_HOMO (spin up / spin down) = -0.544 / -0.583 hartree
Expectation value of S² = 2.091
Multiplicity = 3

Structure (XYZ):
```
92
C42H38N7P2S2W the ωB97M-V functional and the def2-TZVPD basis
C -1.65 -1.78 2.72
N 0.46 -1.18 -1.82
C 0.09 -3.85 2.96
H 0.59 -3.53 -0.31
C -1.41 -2.84 -0.75
C -2.10 0.06 -1.48
C -2.10 0.08 -3.04
H -1.52 -4.95 3.84
C 0.48 -2.64 2.40
C 3.66 -0.60 -0.70
H 4.69 1.71 3.02
C 0.04 3.17 -2.04
P -0.86 -1.14 -0.76
H -2.36 -6.57 -0.92
H 2.02 0.28 -3.86
S -2.39 2.26 4.97
H 2.31 -3.32 1.98
S -0.08 1.17 3.48
H -4.60 1.94 4.07
W 0.00 0.25 1.25
H -5.56 0.06 -3.47
C 1.68 3.62 -0.19
C 5.00 -0.91 -0.87
C 0.25 5.43 -0.95
H 5.33 -1.94 -0.81
H -3.98 3.58 3.74
N -0.38 -1.62 2.26
H -4.06 -4.84 -1.36
C 1.32 4.96 -0.15
C 2.82 0.93 2.38
H 0.37 -1.69 -2.69
H -3.47 -2.46 -1.27
H -2.08 2.95 -2.33
C -2.72 -3.21 -1.06
H 0.82 -4.65 3.07
N 2.03 -0.13 2.08
H -3.50 0.13 -4.74
H 0.17 1.25 -5.19
C -2.09 -2.95 3.27
H -2.31 -0.93 2.61
C -4.61 0.04 -2.96
H -3.12 -3.03 3.62
C -3.46 -0.10 -0.81
N -1.68 1.19 1.35
H -1.59 -0.81 -3.43
H 3.85 2.76 -1.21
C -0.44 -3.82 -0.51
C 1.04 0.51 -3.45
N 0.79 0.20 -2.08
C 4.16 1.73 -1.08
H 5.68 -0.59 3.30
C -2.09 -5.52 -0.87
H 0.54 3.16 -3.03
P 1.46 0.99 -0.76
C 3.87 -1.55 2.68
C -4.59 -0.06 -1.50
N 1.78 -2.47 1.92
H -4.52 3.13 5.38
H -0.03 -5.92 -0.41
C 4.66 -0.45 2.95
C -3.05 -4.55 -1.12
H -3.48 -0.18 0.27
C 5.51 1.41 -1.23
C -3.48 0.09 -3.65
H 6.22 2.19 -1.45
C -0.78 -5.16 -0.58
C -1.23 2.26 -2.25
C -1.49 1.94 0.19
C 2.56 -1.35 2.24
C -1.74 1.71 3.48
H -1.89 1.86 -4.25
C -1.20 -4.01 3.39
H 2.46 3.28 0.49
H 6.97 -0.15 -1.25
C 0.03 1.03 -4.14
H 2.36 1.91 2.28
H -5.54 -0.13 -0.98
C -0.37 4.60 -1.82
C 1.08 2.71 -1.04
C 3.24 0.73 -0.79
C 5.92 0.09 -1.12
H -1.31 3.00 0.34
H 1.83 5.64 0.52
H 4.24 -2.55 2.81
H -0.07 6.46 -0.87
C -1.57 1.42 -1.07
C -4.04 2.78 4.47
N -2.40 1.75 2.35
H 2.94 -1.40 -0.53
C 4.12 0.82 2.80
H -1.18 4.97 -2.44
C -1.30 1.34 -3.50
```

=====

4.
This record from the OMol25 dataset describes an isolated molecule of C6H4N2 in a non-equilibrium geometry. The level of theory is the ωB97M-V functional and the def2-TZVPD basis.

Energy relative to the best compared isomer or geometry (same formula, charge and spin) = 66.7 kcal per mole
Structure (SMILES) = C1=CC2=NC=CC2=N1
HOMO-LUMO gap = 0.283 Eh
E_HOMO = -0.331 hartree

Structure (XYZ):
```
12
C6H4N2 the ωB97M-V functional and the def2-TZVPD basis
C -1.22 0.32 1.31
H 0.05 0.92 3.04
H 2.13 0.10 -1.67
C 0.10 -0.60 -2.03
C -0.74 -0.13 -0.01
N 1.20 0.38 1.22
C -0.09 0.52 2.03
H 0.07 -1.30 -2.98
C 1.15 -0.11 -1.42
H -2.29 0.31 1.62
N -1.17 -0.60 -1.16
C 0.81 0.18 0.04
```

=====

5.
This record from the OMol25 dataset describes an isolated molecule of C6H12. The level of theory is the ωB97M-V functional and the def2-TZVPD basis.

Energy relative to the best compared isomer or geometry (same formula, charge and spin) = 24.6 kcal per mole
Structure (SMILES) = CCCC1CC1
HOMO-LUMO gap = 0.419 Eh
E_HOMO = -0.371 hartree

Structure (XYZ):
```
18
C6H12 the ωB97M-V functional and the def2-TZVPD basis
H -1.28 -0.56 -2.50
H 0.65 2.46 0.83
H -0.78 -2.58 -0.18
H -1.98 -1.20 -0.17
H 0.09 1.48 -1.33
H -1.15 1.06 -0.15
C 0.09 -0.59 -0.74
C -0.10 0.88 -0.42
C -0.61 -1.20 -1.92
H 1.86 1.28 0.36
C 0.64 0.66 2.02
C 0.82 1.38 0.69
H -0.39 0.75 2.38
H 1.09 -0.97 -0.55
H -0.07 -1.93 -2.52
H 0.87 -0.40 1.93
C -1.03 -1.59 -0.53
H 1.30 1.08 2.79
```

=====

6.
This record from the OMol25 dataset describes an isolated molecule of C3H7N in a non-equilibrium geometry. The level of theory is the ωB97M-V functional and the def2-TZVPD basis.

Energy relative to the best compared isomer or geometry (same formula, charge and spin) = 13.1 kcal per mole
Structure (SMILES) = C=CCN
HOMO-LUMO gap = 0.391 Eh
E_HOMO = -0.347 hartree

Structure (XYZ):
```
11
C3H7N the ωB97M-V functional and the def2-TZVPD basis
C -0.64 -0.36 0.41
H 0.38 1.24 -0.43
H 1.43 -0.69 -1.12
C 0.62 0.44 0.29
H 2.56 0.11 -0.20
H -0.52 -1.27 1.03
C -1.79 -0.05 -0.24
H -1.97 0.88 -0.75
H 0.93 0.86 1.29
N 1.67 -0.43 -0.18
H -2.66 -0.72 -0.10
```

=====

- energy relative to the best compared isomer or geometry (same formula, charge and spin) of number 1 (C6H10Si)?
  31.5 kcal per mole